Computed, not measured: a molecular structure, C35H21F4FeN7O2, with ωB97M-V with the def2-TZVPD basis set.

Positions of all 70 atoms, in Å:
Fe: -0.50840 -0.63310 0.78002
C: 3.49228 -2.57026 1.36875
C: 3.48259 -1.10172 1.65134
C: 4.62805 -0.38178 1.37930
C: 4.68918 0.99880 1.52874
C: 3.58169 1.72469 1.98052
C: 2.40533 1.08465 2.25750
C: 1.29220 1.80968 2.95222
C: 2.31028 -0.34899 2.05708
N: 1.07666 -0.87189 2.21221
C: 0.88211 -2.08835 2.88670
O: 1.68248 -2.64723 3.59006
C: -0.57674 -2.45426 2.88662
C: -1.21188 -3.33316 3.74483
C: -2.60025 -3.27423 3.82564
C: -3.31066 -2.28417 3.14970
C: -2.59954 -1.44363 2.31617
N: -1.29925 -1.63118 2.14504
C: -3.05713 -0.15313 1.69798
O: -4.19598 0.15942 1.52383
N: -1.90907 0.64047 1.37960
C: -2.00196 1.91888 0.98665
C: -2.97100 2.85518 1.51298
C: -3.77397 2.59075 2.74905
C: -3.07079 4.08268 0.89482
C: -2.24378 4.43820 -0.16405
C: -1.21885 3.58256 -0.59823
C: -1.05376 2.35906 -0.01614
C: 0.03223 1.43776 -0.47999
H: 4.26511 -2.79039 0.63459
H: 3.70688 -3.13186 2.27716
H: 2.54248 -2.92011 0.97550
H: 5.49805 -0.91030 1.01210
H: 5.61348 1.51775 1.30953
H: 3.67335 2.78839 2.15821
H: 1.42164 2.88690 2.86325
H: 0.30348 1.53801 2.58580
H: 1.29632 1.55153 4.01406
H: -0.62521 -4.00491 4.35566
H: -3.12635 -3.95730 4.47873
H: -4.37377 -2.14230 3.28478
H: -3.28330 1.87537 3.40843
H: -3.90456 3.52212 3.29789
H: -4.75826 2.19701 2.50159
H: -3.79402 4.79824 1.26460
H: -2.36427 5.40418 -0.63674
H: -0.56778 3.89075 -1.40622
H: 0.66946 1.90603 -1.22864
H: 0.72429 1.17011 0.33008
H: -0.38169 0.56227 -1.00797
F: 0.63045 -3.63050 -5.26902
C: 0.52079 -2.36251 -4.88224
C: 0.41390 -1.38619 -5.85035
F: 0.43758 -1.78309 -7.11284
C: 0.28844 -0.00022 -5.57260
C: 0.28314 0.30087 -4.18241
C: 0.40761 -0.68833 -3.28576
F: -1.77017 -1.02334 -0.39938
C: 0.52022 -2.05207 -3.51369
C: 0.58886 -2.99087 -2.41906
C: 0.64027 -2.41736 -1.18645
N: 0.66357 -1.81828 -0.17709
C: 0.59528 -4.41038 -2.51697
N: 0.62092 -5.56047 -2.53748
F: 0.13722 1.56647 -3.75914
C: 0.17574 0.98486 -6.58628
C: 0.11552 0.68217 -7.97104
N: 0.07710 0.49844 -9.10795
C: 0.10450 2.37307 -6.28753
N: 0.06163 3.50057 -6.05400

gap between HOMO and LUMO (alpha / beta)	5.4 / 4.0	eV
2S+1	6
calculated total energy	-96405.097	eV
highest occupied orbital energy (alpha / beta)	-0.3618 / -0.3897	Eh
net charge	+1
⟨S²⟩	8.869